8 unconnected molecules or ions with the total composition C29H60ClO8P at a distorted geometry, computed with ωB97M-V/def2-TZVPD.

Computed properties:
Highest occupied orbital energy   -7.89 eV
Relative energy (zero: lowest compared OMol25 entry of this formula, charge and spin)   2.422 eV
SMILES   COCCCCPCCCCl.CC(C)=O.CC(C)=O.CC(C)=O.CC(C)=O.CC(C)=O.CC(C)=O.CC(C)=O
Calculated total energy   -2544.24510 a.u.
Orbital gap   8.5 eV
Total charge   0

Each line ends with the Löwdin charge.
Element x y z (Å)
C (1.25008, 1.81099, 0.54687)  -0.122
O (1.92176, 0.50284, 0.50067)  -0.281
C (1.96112, -0.05932, -0.85859)  -0.214
C (0.55985, -0.73711, -1.37298)  -0.198
C (-0.05041, -1.89923, -0.38402)  -0.241
C (-0.73077, -1.25894, 0.98214)  -0.440
P (-2.41612, -2.02342, 1.45489)  0.820
C (-3.67746, -1.51360, 0.06239)  -0.437
C (-3.42871, 0.07293, -0.37222)  -0.306
C (-4.88227, 0.82633, -0.55621)  -0.528
Cl (-5.76637, 0.18974, -2.08738)  0.464
H (0.33164, 1.86286, -0.18008)  0.092
H (0.80322, 1.96151, 1.64250)  0.110
H (2.04329, 2.66868, 0.38671)  0.107
H (2.22954, 0.80896, -1.61329)  0.130
H (2.78372, -0.89194, -0.88151)  0.133
H (0.81381, -1.28460, -2.40280)  0.117
H (-0.28667, 0.04916, -1.65283)  0.102
H (0.74251, -2.74554, -0.16238)  0.122
H (-0.94360, -2.44998, -0.95298)  0.075
H (0.07482, -1.34298, 1.85316)  0.083
H (-0.83072, -0.09110, 0.76424)  0.061
H (-2.32230, -3.48355, 1.37524)  -0.076
H (-4.77106, -1.57809, 0.50780)  0.078
H (-3.53506, -2.26774, -0.82396)  0.068
H (-2.76636, 0.11804, -1.33997)  0.105
H (-2.86963, 0.64692, 0.50030)  0.101
H (-4.79128, 2.00025, -0.69701)  0.086
H (-5.61462, 0.67026, 0.36879)  0.097
C (3.78551, 3.42297, 4.11559)  -0.025
C (2.50024, 2.68243, 4.37201)  -0.498
C (2.57782, 1.18558, 4.51054)  -0.030
O (1.42793, 3.27762, 4.46472)  0.031
H (3.57713, 4.49539, 4.03801)  0.084
H (4.47954, 3.26055, 4.94411)  0.057
H (4.22852, 3.08384, 3.17590)  0.086
H (3.21793, 0.92338, 5.35667)  0.085
H (2.96700, 0.74671, 3.58848)  0.080
H (1.57468, 0.78556, 4.69288)  0.087
C (4.36267, -4.10709, 5.20904)  -0.024
C (3.50193, -2.94474, 4.79175)  -0.483
C (2.97776, -2.94103, 3.38073)  -0.016
O (3.23720, -2.03308, 5.57374)  0.043
H (4.66881, -3.97577, 6.25238)  0.083
H (3.79605, -5.03791, 5.12530)  0.075
H (5.25836, -4.14920, 4.58434)  0.086
H (2.34936, -3.81980, 3.21546)  0.057
H (3.81169, -2.93117, 2.67453)  0.091
H (2.37248, -2.04235, 3.22085)  0.071
C (6.13794, 4.81886, 8.02105)  -0.024
C (7.00223, 4.32980, 6.88973)  -0.483
C (8.45769, 4.71301, 6.91292)  -0.027
O (6.53696, 3.64349, 5.98132)  0.044
H (5.11181, 4.46599, 7.87250)  0.085
H (6.50962, 4.42413, 8.97001)  0.087
H (6.13291, 5.91154, 8.03914)  0.087
H (8.93284, 4.31354, 7.81242)  0.086
H (8.55608, 5.80094, 6.88164)  0.086
H (8.95821, 4.29047, 6.03515)  0.085
C (-0.34186, -7.42533, 1.89019)  -0.022
C (0.64003, -6.77804, 2.82987)  -0.482
C (0.83900, -7.42107, 4.17623)  -0.022
O (1.25598, -5.76274, 2.50979)  0.041
H (-0.38245, -6.85318, 0.95717)  0.084
H (-0.02076, -8.44472, 1.66167)  0.086
H (-1.33774, -7.43180, 2.34015)  0.088
H (1.21279, -8.44024, 4.04967)  0.087
H (-0.10422, -7.42737, 4.72808)  0.089
H (1.57553, -6.84614, 4.74765)  0.075
C (-5.73390, 2.62990, -4.21944)  -0.077
C (-5.51549, 3.33896, -5.52924)  -0.481
C (-6.44912, 4.46936, -5.87027)  -0.017
O (-4.60900, 3.00733, -6.29148)  0.044
H (-4.98648, 1.83730, -4.10684)  0.043
H (-5.62299, 3.33533, -3.39206)  0.086
H (-6.72859, 2.17755, -4.20324)  0.076
H (-6.37009, 5.25683, -5.11656)  0.089
H (-7.47567, 4.09904, -5.92764)  0.089
H (-6.17239, 4.88733, -6.84406)  0.071
C (-2.72379, 6.71217, -9.50766)  -0.031
C (-4.00906, 5.97163, -9.25124)  -0.492
C (-3.93149, 4.47478, -9.11272)  -0.035
O (-5.08138, 6.56682, -9.15853)  0.041
H (-2.93217, 7.78459, -9.58524)  0.083
H (-2.02977, 6.54976, -8.67914)  0.085
H (-2.28078, 6.37304, -10.44736)  0.084
H (-3.29137, 4.21258, -8.26658)  0.080
H (-3.54230, 4.03592, -10.03477)  0.086
H (-4.93462, 4.07476, -8.93037)  0.077
C (-1.79728, -3.38931, -4.17848)  -0.022
C (-1.35982, -4.63866, -3.46166)  -0.490
C (-0.96293, -5.81995, -4.30592)  -0.028
O (-1.32799, -4.69212, -2.23331)  0.036
H (-2.05383, -2.61973, -3.44264)  0.073
H (-0.98340, -3.01635, -4.80537)  0.088
H (-2.68042, -3.59993, -4.78674)  0.088
H (-0.11183, -5.55542, -4.93846)  0.086
H (-1.80884, -6.13892, -4.91987)  0.086
H (-0.67037, -6.64997, -3.65398)  0.084

Forces on the atoms, in the same order (eV/Å):
C -0.4 0.4 1.1
O -0.9 0.6 -1.5
C -0.5 0.2 -0.8
C 0.0 -0.9 -0.6
C -0.9 0.0 -0.5
C 2.1 0.2 -1.2
P -0.4 1.0 0.7
C 0.1 0.2 -0.7
C -0.6 -0.2 0.5
C 0.4 0.8 0.7
Cl 0.7 0.3 1.5
H 1.9 0.0 1.1
H 1.1 -0.5 -2.3
H -1.7 -1.6 0.0
H -0.3 -1.8 1.4
H -1.5 1.7 0.2
H -0.4 1.3 2.1
H 1.8 -1.5 0.8
H -1.5 1.9 -0.3
H 2.1 1.2 1.0
H -2.1 0.1 -1.6
H -0.1 -2.6 0.7
H 0.3 1.1 -0.7
H 2.4 -0.1 -0.9
H -0.6 1.7 1.4
H -1.5 0.1 1.8
H -1.2 -1.2 -1.8
H 0.0 -2.6 0.1
H 1.7 0.0 -2.1
C -0.3 0.4 0.1
C -1.2 0.7 0.0
C -0.5 0.0 0.1
O 1.1 -0.6 -0.1
H 0.0 -0.2 0.0
H 0.1 -0.1 -0.2
H 0.1 -0.1 0.2
H 0.1 -0.1 -0.2
H 0.2 0.0 0.1
H 0.2 0.1 0.0
C 0.1 0.1 0.5
C -0.4 1.3 0.8
C -0.3 0.4 0.1
O 0.4 -1.1 -0.9
H -0.1 0.0 -0.2
H 0.1 0.0 -0.2
H -0.1 -0.2 -0.1
H 0.2 -0.1 -0.1
H -0.1 -0.2 0.0
H 0.2 -0.1 0.1
C -0.4 -0.2 -0.2
C -0.6 -0.9 -1.2
C 0.1 -0.2 -0.4
O 0.6 0.9 1.2
H 0.2 0.1 0.0
H 0.1 0.2 0.0
H 0.1 -0.1 0.2
H 0.0 0.2 0.0
H 0.1 -0.1 0.2
H -0.1 0.1 0.2
C 0.1 0.4 -0.4
C 0.7 1.3 -0.4
C 0.3 0.3 0.2
O -0.7 -1.3 0.4
H 0.0 -0.1 0.2
H -0.2 0.0 0.1
H 0.1 -0.2 0.0
H -0.2 0.0 0.1
H 0.0 -0.2 -0.1
H -0.2 -0.1 -0.1
C 0.5 -0.3 -0.3
C 1.0 -0.4 -0.8
C 0.3 0.1 -0.5
O -1.0 0.4 0.9
H -0.2 0.3 -0.1
H -0.2 0.0 0.0
H 0.0 0.2 0.2
H -0.2 -0.1 0.0
H 0.0 0.1 0.2
H -0.1 0.0 0.2
C -0.2 0.5 0.0
C -1.4 0.6 0.1
C -0.4 0.0 0.0
O 1.3 -0.7 -0.1
H 0.0 -0.2 0.0
H 0.1 -0.1 -0.2
H 0.1 -0.1 0.2
H 0.0 -0.1 -0.2
H 0.2 0.0 0.1
H 0.3 0.1 0.0
C -0.1 0.3 0.4
C 0.0 -0.1 1.6
C 0.1 -0.3 0.4
O -0.1 0.0 -1.5
H 0.1 -0.2 -0.1
H -0.2 -0.1 -0.1
H 0.2 0.0 -0.1
H -0.2 0.0 -0.1
H 0.1 0.1 -0.1
H -0.1 0.2 -0.1